{
  "formula": "C36H57BN3O4P2Si",
  "method": "the ωB97M-V functional and the def2-TZVPD basis",
  "symbols": ["C", "C", "C", "B", "C", "O", "C", "N", "C", "N", "P", "N", "O", "C", "P", "O", "O", "C", "C", "C", "C", "C", "C", "C", "C", "C", "Si", "C", "C", "C", "C", "C", "C", "C", "C", "H", "H", "H", "H", "H", "H", "H", "H", "H", "H", "H", "H", "H", "H", "H", "H", "H", "H", "H", "H", "H", "H", "H", "H", "H", "H", "H", "H", "H", "H", "H", "H", "H", "H", "H", "H", "H", "H", "H", "H", "H", "H", "H", "H", "H", "C", "C", "C", "C", "C", "C", "H", "H", "H", "H", "H", "H", "C", "C", "C", "C", "C", "C", "H", "H", "H", "H", "H", "H"],
  "positions_angstrom": [[1.25323, 1.87190, -0.20630], [2.22683, 1.42299, -0.73452], [3.34868, 0.71957, -1.34137], [2.88335, 0.54954, -2.88178], [2.49713, -0.76980, -3.62573], [2.79452, 1.73437, -3.61202], [4.54796, 1.78880, -1.47784], [4.16041, 3.17264, -1.41558], [5.72014, 1.61346, -0.51278], [5.48561, 0.76131, 0.69007], [4.70572, 1.58307, 2.20410], [4.73242, 3.21801, 1.78731], [3.14266, 1.26542, 2.13910], [4.93576, -0.60167, 0.33099], [4.76145, -1.56379, 1.96560], [6.24985, -1.36781, 2.65292], [4.78327, -3.12964, 1.52926], [3.68803, -0.61578, -0.60101], [2.50738, -1.30690, 0.11102], [1.19345, -1.50996, -0.66404], [1.11007, -2.86974, -1.40629], [-0.12192, -3.65533, -0.91831], [-1.39197, -2.94975, -1.42033], [-2.65361, -3.33879, -0.63354], [-3.08567, -2.35329, 0.46409], [-2.94930, -0.85632, 0.14657], [-4.03595, -0.13865, -1.22991], [-2.85964, 0.77835, -2.40945], [-4.90845, -1.42469, -2.29013], [-5.23202, 1.17703, -0.60731], [-6.34158, 1.47018, -1.39786], [-7.26050, 2.45104, -1.04525], [-7.04584, 3.16291, 0.12482], [-5.96504, 2.87898, 0.93709], [-5.05767, 1.89715, 0.57529], [0.26539, 2.22393, -0.03248], [1.41999, -0.92076, -3.56787], [3.02789, -1.67424, -3.33965], [2.69930, -0.61138, -4.68568], [1.87934, 2.04477, -3.55764], [4.96651, 1.65613, -2.47267], [3.96695, 3.50833, -0.48516], [3.45855, 3.42825, -2.09090], [6.54403, 1.14275, -1.05056], [6.08498, 2.59904, -0.24818], [6.42203, 0.57089, 1.04007], [3.81028, 3.62737, 1.93272], [5.34654, 3.65369, 2.46954], [2.91605, 0.63803, 2.84210], [5.75793, -1.09834, -0.20160], [6.94744, -1.32008, 1.98013], [5.61767, -3.31649, 1.06598], [3.97366, -1.30815, -1.39110], [2.27081, -0.84062, 1.06147], [2.83421, -2.32641, 0.31031], [0.90128, -0.67947, -1.29763], [0.41932, -1.57689, 0.10019], [0.95443, -2.73906, -2.47265], [1.99424, -3.48271, -1.22717], [-0.12012, -3.76400, 0.16588], [-0.07575, -4.62637, -1.40845], [-1.24025, -1.87711, -1.51079], [-1.53382, -3.31651, -2.43861], [-2.43238, -4.28232, -0.13202], [-3.44714, -3.57928, -1.33461], [-2.44938, -2.55077, 1.33083], [-4.09426, -2.61984, 0.77690], [-1.90814, -0.60652, -0.05394], [-3.20288, -0.32114, 1.06527], [-1.99376, 0.18427, -2.69206], [-2.56458, 1.69031, -1.88635], [-3.40852, 1.12291, -3.28428], [-5.54809, -2.10799, -1.73636], [-4.12461, -1.99429, -2.78672], [-5.48522, -0.92844, -3.06590], [-6.51414, 0.93085, -2.32112], [-8.10358, 2.66263, -1.68318], [-7.76495, 3.93168, 0.37496], [-5.83701, 3.46417, 1.83667], [-4.20733, 1.69958, 1.21518], [8.86569, -6.85036, 3.13751], [8.33512, -5.57142, 3.04959], [6.98385, -5.39865, 2.78081], [6.16106, -6.50298, 2.60840], [6.69201, -7.78179, 2.69927], [8.04425, -7.95518, 2.96008], [9.91895, -6.98683, 3.34480], [8.97525, -4.70949, 3.19133], [6.57166, -4.40144, 2.71108], [5.10630, -6.36646, 2.40466], [6.05158, -8.64396, 2.56720], [8.45836, -8.95260, 3.02671], [-9.19923, 7.30237, 2.55599], [-8.40480, 6.94558, 1.47525], [-8.90724, 7.03476, 0.18424], [-10.20185, 7.48898, -0.02602], [-10.99491, 7.84873, 1.05451], [-10.49515, 7.75205, 2.34560], [-8.80836, 7.23027, 3.56284], [-7.39249, 6.59711, 1.63944], [-8.28972, 6.75075, -0.65886], [-10.59262, 7.56279, -1.03270], [-12.00380, 8.20437, 0.89019], [-11.11562, 8.02826, 3.18825]],
  "lowdin_charge": [0.164, -0.131, -0.217, -0.432, 0.029, 0.121, -0.290, 0.070, -0.105, -0.201, 0.895, -0.131, -0.265, -0.317, 0.847, -0.276, -0.252, -0.204, -0.185, -0.171, -0.194, -0.201, -0.208, -0.206, -0.241, -0.248, 0.607, -0.169, -0.163, -0.253, -0.101, -0.073, -0.088, -0.088, -0.099, 0.052, 0.078, 0.068, 0.081, 0.132, 0.140, 0.052, 0.084, 0.137, 0.115, 0.110, 0.069, 0.053, 0.067, 0.131, 0.060, 0.067, 0.133, 0.082, 0.087, 0.089, 0.107, 0.090, 0.110, 0.115, 0.114, 0.075, 0.115, 0.108, 0.087, 0.101, 0.108, 0.050, 0.063, 0.011, 0.023, 0.031, 0.041, 0.025, 0.026, 0.090, 0.104, 0.094, 0.101, 0.089, -0.090, -0.097, -0.109, -0.093, -0.088, -0.086, 0.104, 0.098, 0.064, 0.101, 0.104, 0.105, -0.097, -0.108, -0.106, -0.096, -0.094, -0.095, 0.100, 0.095, 0.098, 0.101, 0.102, 0.101],
  "charge": 1,
  "e_lumo_ha": -0.1098,
  "gap_ev": 7.450
}

=====

{
  "formula": "C37H42ClN4SSeSn",
  "method": "the ωB97M-V functional and the def2-TZVPD basis",
  "symbols": ["Sn", "C", "C", "C", "C", "C", "C", "C", "C", "S", "C", "N", "C", "C", "C", "C", "C", "C", "C", "C", "H", "H", "H", "H", "H", "H", "H", "H", "H", "H", "H", "H", "H", "H", "H", "H", "C", "C", "C", "C", "N", "C", "Se", "N", "C", "C", "C", "C", "C", "C", "C", "C", "C", "C", "H", "H", "H", "H", "H", "H", "H", "H", "H", "H", "H", "H", "H", "H", "H", "H", "H", "H", "H", "H", "H", "H", "Cl", "C", "C", "C", "C", "N", "C", "H", "H", "H", "H"],
  "positions_angstrom": [[2.40418, 0.86306, -1.38242], [-3.22122, -1.06724, -1.32902], [-2.97052, -2.47754, -1.86832], [-3.97082, -2.71974, -3.00842], [-3.24322, -3.50144, -0.75492], [-1.54702, -2.66764, -2.35202], [-1.21792, -3.87384, -3.00202], [0.03938, -4.13054, -3.49482], [1.01778, -3.15984, -3.31862], [2.67308, -3.17944, -3.82822], [2.89718, -1.64344, -3.10042], [1.82538, -1.13364, -2.50912], [0.73838, -1.96804, -2.62442], [-0.54922, -1.72564, -2.15172], [4.17498, -0.96334, -3.12272], [5.29068, -1.52494, -3.75872], [6.50238, -0.86934, -3.75092], [6.64288, 0.35556, -3.12802], [5.54988, 0.95236, -2.49412], [4.37078, 0.26536, -2.51102], [-4.27052, -0.97134, -1.06352], [-3.00642, -0.31644, -2.08652], [-2.62662, -0.86494, -0.43782], [-4.97982, -2.54614, -2.64332], [-3.93132, -3.73854, -3.37782], [-3.78882, -2.04554, -3.84162], [-4.26992, -3.40814, -0.41682], [-2.58172, -3.34054, 0.09408], [-3.10462, -4.51784, -1.10982], [-1.98172, -4.62524, -3.12112], [0.26088, -5.05724, -3.99992], [-0.72762, -0.78484, -1.64322], [5.17488, -2.48004, -4.25262], [7.35088, -1.32264, -4.24292], [7.58748, 0.87566, -3.12512], [5.67068, 1.91306, -2.01622], [2.06858, -1.88454, 4.12028], [0.55998, -2.03284, 4.27638], [-0.19262, -2.60814, 3.07358], [-0.08752, -1.80744, 1.76978], [-0.58282, -0.44844, 1.86878], [0.14798, 0.67186, 1.69838], [1.98548, 0.68586, 1.25788], [-0.62212, 1.76256, 1.87398], [-0.18522, 3.13746, 1.81548], [0.67558, 3.55826, 3.01228], [-0.04792, 3.50946, 4.35888], [-0.18272, 2.10186, 4.93798], [-1.90602, 1.34356, 2.12298], [-3.09612, 2.04616, 2.30048], [-4.24892, 1.30286, 2.41848], [-4.23632, -0.09784, 2.36178], [-3.06372, -0.80814, 2.22458], [-1.88572, -0.07344, 2.10368], [2.50678, -1.65914, 5.09038], [2.33848, -1.06204, 3.44108], [2.52808, -2.80194, 3.75768], [0.12668, -1.07024, 4.55758], [0.38098, -2.71724, 5.10778], [-1.24092, -2.71184, 3.35428], [0.18818, -3.60694, 2.85648], [-0.65592, -2.31884, 0.98358], [0.95988, -1.76144, 1.45718], [-1.07012, 3.77276, 1.77638], [0.37618, 3.27736, 0.88528], [0.99228, 4.58446, 2.82038], [1.57548, 2.93596, 3.06658], [-1.03612, 3.96696, 4.26968], [0.52778, 4.11776, 5.05768], [-1.01692, 1.55786, 4.49818], [-0.36762, 2.16366, 6.00698], [0.73428, 1.52976, 4.78438], [-3.12662, 3.12196, 2.34908], [-5.19192, 1.81206, 2.53268], [-5.17312, -0.62654, 2.41148], [-3.06742, -1.88334, 2.17298], [1.18858, 6.68616, -1.28082], [0.82568, 5.21396, -2.07222], [-0.04172, 5.15766, -3.16692], [-0.28192, 3.93166, -3.76302], [0.31848, 2.79346, -3.24702], [1.14518, 2.84896, -2.20532], [1.40948, 4.02386, -1.63822], [-0.49432, 6.06016, -3.54832], [-0.92252, 3.85136, -4.62572], [0.15298, 1.81686, -3.68242], [2.12928, 4.03586, -0.82882]],
  "lowdin_charge": [1.367, -0.050, -0.549, -0.024, -0.019, -0.144, 0.013, -0.027, -0.419, 1.255, -0.522, -0.040, -0.296, 0.030, -0.271, -0.001, -0.009, -0.010, -0.080, -0.191, 0.097, 0.091, 0.053, 0.098, 0.086, 0.099, 0.099, 0.066, 0.091, 0.126, 0.131, 0.101, 0.110, 0.137, 0.133, 0.119, -0.091, -0.236, -0.159, -0.139, 0.015, -0.550, 0.847, -0.002, -0.130, -0.180, -0.221, -0.084, -0.139, 0.029, -0.017, -0.019, 0.012, -0.133, 0.087, 0.014, 0.087, 0.095, 0.124, 0.109, 0.131, 0.120, 0.082, 0.135, 0.094, 0.126, 0.083, 0.116, 0.121, 0.057, 0.090, 0.073, 0.123, 0.128, 0.128, 0.117, 0.794, -0.625, -0.012, 0.006, -0.110, -0.074, -0.174, 0.136, 0.134, 0.123, 0.114],
  "charge": 3,
  "e_lumo_ha": -0.4031,
  "gap_ev": 5.211
}

=====

{
  "formula": "C4H9N",
  "method": "the ωB97M-V functional and the def2-TZVPD basis",
  "symbols": ["C", "C", "N", "C", "C", "H", "H", "H", "H", "H", "H", "H", "H", "H"],
  "positions_angstrom": [[-1.25768, -0.35414, 0.93974], [-0.09022, -0.18808, -0.07101], [0.39772, -1.38802, -0.71440], [0.89046, 0.88051, 0.48325], [0.07178, 1.14994, -0.74551], [-2.27615, -0.57650, 0.54222], [-1.07131, -1.25879, 1.60422], [-1.37821, 0.57870, 1.56699], [0.98446, -1.88345, -0.00978], [0.87126, -1.23238, -1.59596], [0.73568, 1.42166, 1.45501], [1.93450, 0.74974, 0.25000], [0.51160, 1.14951, -1.73055], [-0.78186, 1.83828, -0.72018]],
  "nbo_charge": [-0.611, 0.107, -0.834, -0.450, -0.425, 0.211, 0.210, 0.209, 0.364, 0.371, 0.217, 0.207, 0.211, 0.214],
  "e_above_lowest_kcal_mol": 23.0,
  "charge": 0,
  "e_lumo_ha": 0.0431,
  "gap_ev": 9.983,
  "smiles": "CC1(N)CC1"
}

=====

{
  "formula": "C9H11O3",
  "method": "the ωB97M-V functional and the def2-TZVPD basis",
  "symbols": ["C", "C", "O", "O", "H", "H", "H", "C", "C", "C", "C", "C", "C", "C", "O", "H", "H", "H", "H", "H", "H", "H", "H"],
  "positions_angstrom": [[-1.61111, 2.92686, 0.36545], [-2.30695, 3.03887, -0.90203], [-2.29900, 4.20651, -1.38806], [-2.72594, 1.89876, -1.38948], [-0.74142, 3.62044, 0.36073], [-1.45578, 1.87422, 0.60852], [-2.25196, 3.12627, 1.20408], [2.86119, -2.65657, 0.30104], [-0.69048, -0.41456, -0.02787], [0.16672, -0.41683, -1.18918], [-0.29066, -0.95133, 1.24700], [1.29504, -1.10051, -1.04914], [0.96638, -1.56339, 1.38624], [1.68878, -1.69440, 0.22261], [-1.96405, -0.05681, -0.10154], [-2.38403, 0.72622, -0.83712], [-0.16838, 0.18367, -2.11040], [-0.89993, -0.90860, 2.07917], [1.96114, -1.12885, -1.94589], [1.24039, -1.81586, 2.37501], [2.55137, -3.68285, 0.44052], [3.63626, -2.51741, 1.03514], [3.42241, -2.69386, -0.68480]],
  "nbo_charge": [-0.752, 0.779, -0.725, -0.788, 0.217, 0.233, 0.213, -0.613, 0.364, -0.287, -0.304, -0.209, -0.194, -0.110, -0.761, 0.522, 0.232, 0.201, 0.199, 0.198, 0.195, 0.198, 0.193],
  "e_above_lowest_kcal_mol": 35.3,
  "charge": -1,
  "e_lumo_ha": 0.1212,
  "gap_ev": 7.528
}

=====

no.,E_HOMO (Eh)
1,-0.384
2,-0.595
3,-0.324
4,-0.155